The molecule C5H5Cl2N3O2S at a distorted geometry, computed with the ωB97M-V functional and the def2-TZVPD basis.

As for the expectation value of S²: 2.02. Its relative energy (zero: lowest compared OMol25 entry of this formula, charge and spin) is 97.54 kcal per mole. The LUMO energy (spin up / spin down) comes out at -0.8 / -2.5 eV. As for the HOMO energy (spin up / spin down): -7.42 / -9.09 eV. Its largest force on an atom is 5.42 eV/A. Its gap between HOMO and LUMO (spin up / spin down) is 6.7 / 6.6 eV. As for the charge: 0. The multiplicity is 3.

```
18
Properties=species:S:1:pos:R:3:forces:R:3
C 1.521030 1.459900 0.327067 1.382 -0.732 -0.021
C 2.852762 -0.365828 1.442472 -0.934 0.288 0.566
C 2.887621 0.735298 0.421824 -0.220 -2.666 0.565
C -0.179002 -0.289011 0.328642 1.842 0.834 1.782
C -1.384250 -0.253365 -0.597737 4.154 0.129 -1.995
N 0.359584 1.029767 0.291867 0.536 1.636 -0.653
N 0.824256 -1.351603 0.154610 0.830 -0.238 -2.249
N 3.469869 0.358951 -0.868902 -0.815 2.903 4.509
O 4.327745 1.117087 -1.278881 2.093 1.090 -2.268
O 3.056857 -0.667385 -1.524492 -1.429 -3.238 -2.702
S 1.670323 -1.709765 -1.095032 -0.868 0.429 1.235
Cl 1.916948 3.128655 0.158238 -0.608 0.981 -0.032
Cl 3.890389 -1.647481 1.141322 0.505 0.005 0.089
H 3.700183 1.308676 0.922993 -0.670 0.346 -0.380
H -0.336923 -0.296258 1.437604 -1.028 -0.826 -0.820
H -1.027979 0.035600 -1.677437 -0.979 -0.365 2.177
H -1.962613 0.400109 -0.083475 -2.196 2.432 0.598
H -1.807701 -1.169646 -0.551178 -1.596 -3.005 -0.401
```
Forces are in eV/Å.